No. 1
179
Properties=species:S:1:pos:R:3:forces:R:3 method="wB97M-V/def2-TZVPD" total_charge=+1
H -6.101 -1.691 -5.572 -0.1 0.0 0.0
H -1.861 5.797 7.234 0.0 -0.1 0.0
O 2.497 -3.378 -1.606 -0.3 0.0 -0.1
H 1.108 3.905 -0.053 0.4 0.1 -0.1
O 2.987 0.943 8.264 0.0 0.0 -0.1
N -2.023 -1.470 -8.230 0.0 -0.1 -0.1
H -2.252 -0.160 1.528 0.5 -0.1 -0.2
C -1.440 3.479 -2.698 -0.2 0.3 0.2
C 5.820 4.710 -5.973 0.1 0.0 -0.2
O -4.228 3.927 -1.414 -0.1 -0.4 0.3
Br -0.074 0.361 -2.341 0.2 0.2 0.0
O 3.007 -7.546 1.566 0.0 0.0 0.1
C -2.266 0.850 -0.433 -0.1 -0.3 0.6
H -1.032 -1.638 0.733 0.0 0.4 0.3
H 3.502 -5.355 -0.421 0.1 0.0 -0.1
O -5.448 -3.508 -7.072 0.1 -0.2 -0.1
N -7.025 0.101 -6.120 0.1 0.0 0.0
C 3.444 -1.764 -8.537 0.3 0.0 0.1
N -5.578 -4.474 -7.810 -0.1 0.2 0.1
C 4.013 -5.392 11.124 0.1 0.0 0.1
H 2.170 -1.015 10.388 -0.1 -0.1 -0.1
C 4.949 -3.933 -3.963 0.2 -0.1 0.2
H -3.580 -5.014 -8.058 0.1 0.1 0.1
H -1.224 -0.003 7.848 0.1 0.0 0.1
H 2.727 1.089 2.655 0.3 0.2 -0.2
H 4.363 -3.767 -3.064 -0.2 -0.1 0.0
O -6.510 -4.650 -8.560 0.0 0.0 0.0
C -2.134 2.447 -0.327 0.1 -1.1 -2.0
H 2.124 5.463 11.127 -0.1 -0.1 0.0
C -1.010 6.202 6.700 -0.1 0.1 0.1
N -4.978 2.557 0.634 0.3 -0.2 -0.2
N 3.484 -4.414 10.139 0.1 -0.1 0.1
O 4.184 -3.465 9.837 0.1 -0.3 0.0
O 0.589 5.393 5.239 0.0 0.0 0.1
H 0.370 -3.061 -6.115 -0.1 0.0 -0.1
H -4.766 -6.285 -8.484 -0.1 0.1 0.0
C 2.512 5.476 10.114 0.2 0.0 0.0
C -2.962 0.246 0.809 -0.2 0.1 0.5
H 1.608 4.317 -2.879 0.0 0.1 -0.1
H 5.558 3.704 -5.659 -0.1 0.0 0.0
H -0.508 -0.049 4.053 0.1 -0.3 -0.1
H -3.451 0.990 1.427 -0.1 0.3 -0.2
N 1.165 2.893 0.023 -0.2 0.2 0.2
O 2.296 7.407 8.847 0.0 0.0 -0.1
H -4.786 -2.319 1.826 0.1 -0.2 0.1
C -0.276 -2.619 -5.363 0.2 0.2 0.2
C -6.055 -0.646 -5.278 0.2 -0.1 0.0
H 0.178 -3.167 -0.257 0.0 -0.1 0.0
O 4.418 -7.902 9.285 -0.1 -0.1 -0.1
N -1.657 1.692 9.009 0.0 -0.1 -0.1
H -4.450 -5.887 -6.769 0.1 0.1 0.1
N 1.716 6.471 9.345 0.1 -0.1 0.1
H 0.303 -2.086 -4.622 0.1 0.0 0.1
H -5.064 -0.239 -5.448 0.0 0.0 -0.1
H -3.153 -2.061 2.010 -0.2 -0.4 0.2
H 3.330 -5.408 11.968 -0.1 0.0 -0.1
N -8.147 5.417 -6.368 0.0 -0.1 -0.1
O 2.590 -8.384 10.316 0.0 0.0 0.1
O -0.835 -3.831 -3.468 -0.1 0.0 0.2
H 2.530 -10.032 8.323 -0.1 0.0 0.1
N -1.015 2.881 0.524 -1.0 0.0 1.1
H 1.842 -8.452 7.841 -0.1 0.0 0.1
P 0.552 0.176 1.947 -0.6 -2.9 -0.1
N -4.056 -1.624 1.872 0.3 0.6 -0.3
C -2.108 -1.082 -9.664 0.0 -0.1 -0.1
C -1.754 3.025 -1.637 -0.1 -0.3 0.0
H 4.941 5.253 -6.305 -0.1 -0.1 0.1
C 0.297 -2.217 -0.777 -0.3 -0.7 0.7
H 3.863 -6.906 -1.239 0.1 0.1 0.0
H 3.316 -2.815 -8.778 -0.1 0.0 0.1
H 2.858 -1.956 9.035 -0.1 -0.1 0.0
H -0.250 6.561 7.394 -0.2 0.1 -0.2
H 3.340 4.779 -2.779 0.0 0.0 -0.1
H 3.612 0.018 -2.186 -0.1 0.0 -0.1
C -1.047 5.030 1.782 0.8 0.1 0.5
C 0.124 2.177 0.320 -0.7 -0.6 0.1
O -2.068 -0.574 -7.410 0.0 0.0 0.0
H -5.040 2.534 1.642 0.0 0.1 0.1
H -1.271 -0.422 -9.871 0.0 0.0 0.1
H 2.904 -0.238 1.451 -0.1 0.0 -0.3
N 6.357 5.415 -4.779 -0.1 -0.1 -0.1
H -1.316 6.982 6.008 0.1 0.0 0.0
O -1.699 -4.433 -5.337 -0.3 -0.3 -0.2
O -7.842 6.328 -7.106 0.0 0.0 0.0
H -9.091 3.610 -6.834 0.0 0.0 0.1
C 2.635 3.958 -2.887 0.0 0.1 0.1
H 4.909 -4.976 -4.262 -0.1 0.0 0.0
O -2.355 2.676 9.135 0.0 0.0 0.0
C 2.337 0.143 2.286 -0.2 1.1 0.5
C 3.961 -0.196 -1.181 0.1 -0.1 0.5
O -0.765 1.359 9.756 0.0 0.1 0.2
O 2.377 -4.621 9.688 0.0 0.0 -0.1
H -5.883 2.815 0.263 -0.1 -0.2 -0.1
O 3.168 -3.375 -5.313 0.0 0.1 -0.1
O -2.981 -1.010 -2.579 -0.4 0.3 0.6
H 4.046 -6.362 10.630 0.0 0.2 0.2
O -1.913 -2.648 -7.955 -0.1 0.1 -0.1
C -4.506 -5.503 -7.781 0.0 -0.1 -0.1
Cl -5.176 0.746 -1.924 0.3 -0.3 0.2
H 4.297 -1.787 0.199 0.0 -0.3 0.1
H 6.581 4.689 -6.744 0.1 0.1 0.1
H -2.055 -1.981 -10.266 0.0 0.0 0.1
H -7.769 4.076 -7.943 0.0 0.1 0.0
H -3.778 -1.529 -0.217 0.2 0.2 -0.3
H -7.389 3.471 -6.307 -0.1 0.0 0.0
F 2.343 2.308 -0.218 0.2 0.1 0.3
O 3.193 2.161 -4.238 0.0 0.0 0.0
H -1.381 1.130 3.143 -0.2 0.2 -0.2
H -1.019 -1.974 -5.818 0.0 -0.1 -0.1
C -0.841 0.158 -0.482 -0.3 -0.4 -1.2
P -3.095 0.581 -2.183 0.4 0.5 -1.2
H 4.438 -1.422 -8.798 0.0 0.1 0.0
H 4.651 -2.190 -1.488 0.2 -0.4 0.0
O 7.485 5.842 -4.826 0.0 0.0 0.1
H 2.379 4.511 9.634 -0.1 0.0 0.0
C -0.383 0.804 3.394 0.8 0.6 0.2
O 1.594 -1.705 -0.412 -0.1 0.4 -0.4
N 4.327 -3.132 -5.044 0.0 0.0 0.0
C 3.960 -1.687 -0.830 -0.3 1.0 -0.2
C 3.312 -6.423 -0.438 -0.2 0.0 0.0
N -0.996 -3.719 -4.671 0.3 0.3 0.1
N 2.291 -0.005 8.569 0.1 0.1 0.2
C 2.614 -2.338 -1.003 0.6 -0.5 0.0
C 0.353 5.462 2.235 0.1 0.1 -0.5
H 3.490 -8.909 7.313 0.0 0.0 0.0
H -2.093 3.181 2.381 -0.4 -0.2 -0.4
O -8.187 -0.228 -6.045 -0.1 0.0 0.0
H -1.778 5.528 2.411 -0.4 0.0 -0.2
C -3.992 -0.858 0.615 -0.4 -0.6 0.8
H -0.371 3.184 2.464 0.0 -0.4 0.1
H -4.984 -0.449 0.473 -0.1 0.2 -0.3
H -3.786 -1.489 -2.337 0.1 -0.3 0.0
H 3.551 5.783 10.096 0.0 0.1 0.0
O 2.745 4.048 -5.180 0.0 0.0 -0.2
H 3.835 -0.687 9.819 0.0 0.0 -0.1
F -1.182 5.478 0.484 -0.4 0.0 -0.4
H 0.235 -2.490 -1.820 0.2 0.4 -0.4
P -3.689 3.532 0.073 -0.1 1.5 1.2
H 2.251 -6.626 -0.520 0.0 0.0 0.1
C -0.878 -1.359 -0.302 0.6 -0.4 0.4
N 2.455 -1.001 -9.336 0.1 0.0 0.0
O 1.172 -0.206 8.146 0.0 -0.1 -0.2
H 5.975 -3.606 -3.834 0.0 0.0 -0.1
H 3.231 -1.577 -7.490 0.0 -0.1 0.0
H 0.327 6.088 3.113 0.1 0.0 0.2
C 2.748 -8.993 8.098 0.1 0.0 -0.2
N 2.877 3.334 -4.214 0.0 0.0 0.2
H 0.811 6.052 1.444 -0.1 0.2 -0.1
H -1.726 -1.795 -0.812 -0.2 0.3 -0.4
H 3.346 0.326 -0.458 -0.2 0.2 -0.1
H 2.449 -0.557 3.110 -0.2 -0.2 0.1
N -0.389 5.114 5.903 -0.1 0.0 0.1
O 1.286 -1.276 -9.150 -0.3 0.0 0.0
H 0.157 1.558 3.965 -0.2 0.3 0.0
O -0.884 4.005 5.959 -0.1 -0.1 -0.1
H 5.002 -5.072 11.427 0.0 0.1 -0.1
N 3.807 -6.985 0.849 0.0 0.0 -0.1
O 2.864 -0.165 -10.108 -0.1 0.1 0.0
O -6.592 0.994 -6.823 0.0 0.1 0.0
H -1.770 1.440 6.944 -0.1 0.1 0.0
H -1.313 3.875 -3.672 0.2 0.1 -0.2
H 1.019 4.621 2.416 0.0 0.0 0.3
O 4.986 -6.837 1.091 0.0 0.0 0.0
N 3.297 -8.376 9.335 0.0 -0.1 -0.2
O 0.516 6.271 9.267 0.1 0.0 0.1
H 4.966 0.191 -1.056 0.2 0.1 -0.2
O 5.008 -2.285 -5.584 -0.1 0.1 -0.1
O 5.608 5.510 -3.822 0.0 0.0 0.1
N 0.143 0.814 0.383 0.5 0.5 0.2
C -1.920 0.826 7.828 0.1 -0.2 -0.1
H -2.947 0.480 7.897 0.0 0.1 0.0
C 2.839 -0.998 9.532 -0.1 0.4 0.0
H -5.186 3.829 -1.463 0.0 0.0 -0.3
C -8.094 4.032 -6.911 0.0 0.0 -0.2
H -6.359 -0.513 -4.245 -0.1 -0.1 0.0
O -8.494 5.536 -5.210 0.0 0.0 0.1
H -3.056 -0.570 -9.805 0.0 0.1 0.1
C -1.206 3.489 1.841 0.9 1.1 0.2
H 2.795 3.208 -2.127 0.1 -0.1 -0.1

=====

No. 2
26
Properties=species:S:1:pos:R:3:forces:R:3 method="wB97M-V/def2-TZVPD" total_charge=-1 e_above_lowest_kcal_mol=0.0 smiles="N[C@H]1OC(=O)CC[C@@H](C(=O)O)C[P@@]1([O-])=S"
H 2.060 2.176 0.641 0.1 -1.1 -0.2
O 2.527 -2.803 0.127 1.6 -1.4 0.6
H -0.155 -2.764 -1.210 -1.3 0.2 -0.6
C 0.377 1.584 -0.555 1.4 -0.8 0.5
O 0.601 -3.319 -0.957 2.1 -0.1 1.3
P -1.805 -1.057 -0.378 -2.9 0.0 3.4
H 2.235 -0.691 1.477 -0.3 1.8 -1.2
O -0.895 1.522 -0.167 -0.1 -0.1 0.3
C -0.395 -1.118 0.710 0.9 -0.3 -1.0
H -0.427 -2.073 1.208 -0.3 -0.1 0.7
H -3.669 0.865 -0.183 0.5 -0.7 -0.1
H -3.518 2.050 -1.290 2.2 -2.5 0.0
H 0.846 1.253 1.527 0.0 0.6 -0.4
C -1.821 0.641 -0.993 0.6 2.8 -2.3
H 0.729 -0.782 -1.142 -0.2 0.2 -0.5
C 0.927 -1.100 -0.130 -0.1 1.0 1.0
O -1.503 -1.895 -1.540 0.0 -1.7 -2.0
C 1.958 -0.113 0.502 1.2 -2.8 -0.5
O 0.798 1.747 -1.673 -0.7 0.3 -0.4
H -1.469 0.841 -2.036 0.4 -1.0 0.8
C 1.394 1.282 0.569 -1.3 1.4 1.8
H -0.472 -0.269 1.355 0.0 0.1 0.8
H 2.865 -0.174 -0.127 -0.3 0.1 0.3
N -3.118 1.058 -1.022 -4.0 3.4 0.6
S -3.551 -1.239 0.898 2.3 -0.1 -1.6
C 1.449 -2.509 -0.259 -1.8 0.7 -1.6

=====

No. 3
25
Properties=species:S:1:pos:R:3:forces:R:3 method="wB97M-V/def2-TZVPD" total_charge=0 e_above_lowest_kcal_mol=7.8 smiles=CCCC.CCC
H 0.991 1.225 2.941 -0.5 0.5 0.4
H -2.212 -1.796 -0.676 0.1 0.0 -0.1
H 1.179 0.543 0.043 -0.1 0.4 0.0
H 2.235 0.031 1.207 0.8 -1.3 0.9
H -2.507 -0.109 -2.429 0.2 0.0 -0.3
H 0.459 -1.096 2.984 0.1 -0.1 -0.6
H -0.323 1.632 1.786 0.1 0.3 -0.1
H 3.246 2.068 0.239 -0.2 -0.2 0.2
H -0.664 -0.941 1.538 0.4 -0.2 0.1
H -0.062 0.532 -2.811 -0.3 0.1 0.0
C -2.089 -2.070 -1.733 0.2 -0.3 0.7
C -1.710 -0.854 -2.557 -0.5 -0.2 0.0
C 1.569 0.823 1.028 -0.7 1.2 -1.4
C 2.431 2.106 0.973 -0.5 0.1 -0.2
H 2.853 2.274 1.958 0.3 0.0 0.2
C -0.227 -0.455 2.419 0.0 0.7 0.1
C -0.391 -0.259 -2.129 0.4 0.8 -0.5
H 1.853 3.011 0.745 -0.1 -0.3 0.0
H -1.285 -2.820 -1.769 -0.3 0.0 -0.1
C 0.444 0.911 2.053 0.5 -1.4 0.7
H 0.449 -0.947 -2.149 -0.1 -0.5 0.3
H -3.039 -2.522 -2.030 0.2 0.0 -0.2
H -1.052 -0.338 3.130 0.0 0.4 -0.2
H -1.683 -1.154 -3.609 0.0 0.2 0.0
H -0.464 0.206 -1.151 0.0 -0.1 0.2

=====

Result set for HOMO: -0.39740; -0.16989; -0.40692 Ha, one per record in the order listed.
Result set for HOMO-LUMO gap: 7.2; 7.8; 12.2 eV, one per record in the order listed.
Result set for max |F|: 0.0566; 0.1031; 0.0373 hartree/bohr, one per record in the order listed.